1.
Formula: C3H6NO2
Source: OMol25
Level of theory: ωB97M-V/def2-TZVPD

## Properties
SMILES ... O=CCNC[O-]
LUMO ... 0.148 hartree
DFT total energy ... -8792.659 eV
Net charge ... -1
Frontier orbital gap ... 6.81 eV
Relative energy (zero: lowest compared OMol25 entry of this formula, charge and spin) ... 2.5579 eV

CARTESIAN COORDINATES (ANGSTROEM)
O -0.94071 2.38474 -1.53296
C -0.90593 1.56264 -0.64952
C 0.29360 0.76665 -0.21681
N 0.08200 -0.63868 -0.47332
C 0.57797 -1.50477 0.68532
O -0.04063 -1.30186 1.82396
H -1.80912 1.22714 -0.10730
H 1.17510 1.12290 -0.74809
H 0.38730 1.04140 0.85086
H -0.91942 -0.81357 -0.52734
H 0.41696 -2.51243 0.24303
H 1.68289 -1.33414 0.65217

Here are the Löwdin charges for atoms 1 to 2, given in e:
1. O 0.01
2. C -0.29



2.
Formula: C23H25IN2O4OsP
Source: OMol25
Level of theory: ωB97M-V/def2-TZVPD

## Properties
LUMO ... -0.212 hartree
DFT total energy ... -55273.261 eV
Net charge ... +1
Frontier orbital gap ... 6.42 eV
Relative energy (zero: lowest compared OMol25 entry of this formula, charge and spin) ... 0.0000 eV

CARTESIAN COORDINATES (ANGSTROEM)
Os -0.21297 1.06964 -0.60818
O -0.67052 4.02676 1.84816
C -0.15101 2.99306 2.14180
O -0.62180 1.78673 1.64893
C 1.03717 2.81303 3.00507
C 1.60899 1.56085 3.22003
C 2.72572 1.44852 4.02820
C 3.23895 2.59430 4.60741
C 2.68780 3.84659 4.41124
C 1.57415 3.95207 3.59731
N 4.43256 2.46976 5.47779
O 4.87519 3.48818 5.96105
O 4.88188 1.35600 5.64675
H 1.18230 0.67786 2.76610
H 3.20018 0.49798 4.21972
H 3.12787 4.70740 4.89173
H 1.11209 4.91204 3.41379
C 0.99156 -1.06831 -3.50545
C 0.19934 0.16603 -3.92039
P -1.02998 0.76712 -2.71374
C -2.37393 -0.46133 -2.83147
C -3.56288 -0.30643 -1.88659
C -1.60012 2.31134 -3.49393
C -2.65151 3.08981 -2.70733
H 1.71075 -1.32264 -4.28299
H 0.34538 -1.93443 -3.35900
H 1.54700 -0.90349 -2.58296
H -0.34331 -0.02449 -4.85194
H 0.86115 1.00981 -4.13104
H -1.87989 -1.42481 -2.68486
H -2.69746 -0.43989 -3.87656
H -3.25295 0.01914 -0.89576
H -4.07888 -1.25799 -1.76954
H -4.28678 0.41091 -2.26812
H -1.96785 2.03624 -4.48674
H -0.70551 2.91855 -3.64034
H -3.58335 2.53486 -2.61269
H -2.87686 4.02919 -3.20937
H -2.29435 3.33589 -1.70528
N 0.60555 -8.62938 1.16840
C 0.51003 -7.50304 0.96843
C 0.39045 -6.09304 0.71811
C 0.11285 -5.64696 -0.57531
C 0.00766 -4.29468 -0.81727
C 0.16383 -3.37472 0.23101
C 0.43177 -3.83856 1.52801
C 0.55322 -5.19045 1.76970
C 0.06668 -1.98902 -0.01928
C -0.04191 -0.78643 -0.25334
H -0.01143 -6.36443 -1.37407
H -0.19688 -3.93483 -1.81642
H 0.54357 -3.12568 2.33293
H 0.76780 -5.55831 2.76308
I 1.53839 2.79181 -1.36341
C -1.60577 1.83497 0.61483
H -2.42044 1.15632 0.85884
H -1.91349 2.86061 0.40494

Here are the Löwdin charges for atoms 1 to 2, given in e:
1. Os 0.76
2. O 0.15